Molecular formula: C26H21GeMoN2O3S4Sb
Method: DFT, ωB97M-V with the def2-TZVPD basis set

- Spin multiplicity: 1
- HOMO-LUMO gap: 0.1771 Ha
- Charge: +2
- Molar mass: 828.0 u
- Energy: -144660.892 eV

Structure (XYZ):
```
59
C26H21GeMoN2O3S4Sb | the OMol25 dataset | ωB97M-V with the def2-TZVPD basis set
Mo 0.41 0.28 -0.33
O -1.16 2.47 -3.87
C -1.91 3.36 -3.19
C -2.68 4.22 -3.96
C -3.48 5.17 -3.36
C -3.54 5.29 -1.97
C -2.78 4.44 -1.20
C -1.96 3.46 -1.78
C -1.18 2.65 -0.89
O -0.53 1.55 -1.39
N -1.04 2.86 0.37
N -0.26 1.86 0.95
C -0.04 2.05 2.22
C 0.78 1.23 3.05
C 1.02 1.58 4.39
C 1.87 0.81 5.16
C 2.50 -0.30 4.60
C 2.28 -0.68 3.28
C 1.43 0.11 2.54
O 1.20 -0.21 1.23
H -0.69 1.88 -3.28
H -2.63 4.13 -5.04
H -4.07 5.83 -3.98
H -4.17 6.03 -1.51
H -2.81 4.52 -0.12
H -0.52 2.92 2.65
H 0.54 2.46 4.81
H 2.07 1.08 6.18
H 3.17 -0.89 5.21
H 2.76 -1.54 2.84
S 2.01 -3.52 -2.80
Sb 1.10 -1.64 -3.35
S 2.14 0.10 -1.67
S -0.95 -1.41 -0.72
S -0.10 -0.50 -4.71
Ge -1.49 -2.38 1.49
C 0.11 -3.33 1.97
C 0.33 -3.55 3.33
C 1.41 -4.31 3.75
C 2.29 -4.83 2.82
C 2.09 -4.61 1.46
C 1.00 -3.87 1.04
C -3.09 -3.25 0.96
C -4.31 -2.73 1.39
C -5.49 -3.37 1.04
C -5.46 -4.51 0.26
C -4.24 -5.03 -0.17
C -3.06 -4.41 0.17
H -1.71 -1.10 2.31
H -0.35 -3.14 4.07
H 1.56 -4.49 4.81
H 3.14 -5.42 3.15
H 2.78 -5.02 0.74
H 0.85 -3.71 -0.03
H -4.35 -1.83 1.99
H -6.44 -2.97 1.38
H -6.38 -5.01 0.00
H -4.23 -5.93 -0.77
H -2.12 -4.83 -0.15
```

The Löwdin scheme yields these atomic charges, measured in e: atom 1 (Mo): 1.1495, atom 2 (O): 0.0477, atom 3 (C): -0.2338, atom 4 (C): 0.0145, atom 5 (C): -0.0264, atom 6 (C): -0.0542, atom 7 (C): -0.0133, atom 8 (C): -0.0851, atom 9 (C): -0.3220, atom 10 (O): -0.3378, atom 11 (N): 0.1095, atom 12 (N): -0.0985, atom 13 (C): 0.0193, atom 14 (C): -0.1416, atom 15 (C): 0.0189, atom 16 (C): -0.0242, atom 17 (C): -0.0046, atom 18 (C): 0.0282, atom 19 (C): -0.2680, atom 20 (O): -0.3325, atom 21 (H): 0.0288, atom 22 (H): 0.1321, atom 23 (H): 0.1227, atom 24 (H): 0.1160, atom 25 (H): 0.1166, atom 26 (H): 0.1577, atom 27 (H): 0.1342, atom 28 (H): 0.1261, atom 29 (H): 0.1289, atom 30 (H): 0.1320, atom 31 (S): 0.0900, atom 32 (Sb): 0.2736, atom 33 (S): 0.1777, atom 34 (S): 0.2770, atom 35 (S): 0.1537, atom 36 (Ge): 0.8820, atom 37 (C): -0.3727, atom 38 (C): -0.1221, atom 39 (C): -0.0641, atom 40 (C): -0.0507, atom 41 (C): -0.0580, atom 42 (C): -0.1267, atom 43 (C): -0.3980, atom 44 (C): -0.1124, atom 45 (C): -0.0547, atom 46 (C): -0.0402, atom 47 (C): -0.0541, atom 48 (C): -0.1065, atom 49 (H): 0.0017, atom 50 (H): 0.1089, atom 51 (H): 0.1179, atom 52 (H): 0.1190, atom 53 (H): 0.1143, atom 54 (H): 0.0418, atom 55 (H): 0.0995, atom 56 (H): 0.1177, atom 57 (H): 0.1202, atom 58 (H): 0.1178, atom 59 (H): 0.1068

Molecular formula: C18H37O2P3Sm
Method: DFT, ωB97M-V with the def2-TZVPD basis set

- Spin multiplicity: 6
- HOMO-LUMO gap (alpha / beta): 0.1462 / 0.1509 Ha
- Expectation value of S²: 8.77
- Charge: +3
- Molar mass: 528.8 u
- Energy: -69101.077 eV

Structure (XYZ):
```
61
C18H37O2P3Sm | the OMol25 dataset | ωB97M-V with the def2-TZVPD basis set
Sm -0.21 -1.49 -0.48
P 1.04 -0.31 2.44
P -2.24 -1.39 1.69
P 2.46 0.11 -0.96
H -2.58 -1.47 -1.97
C -1.64 -2.01 -2.26
C -1.21 -3.14 -1.54
H -1.89 -3.65 -0.83
C 0.70 1.49 2.62
C 0.71 -0.69 4.22
C 2.84 -0.21 2.73
C -3.87 -1.97 1.16
C -1.99 -2.56 3.10
C -2.55 0.09 2.73
C 2.74 0.12 -2.77
C 4.23 -0.05 -0.49
C 2.26 1.90 -0.60
H -1.52 -1.92 -3.35
H -0.45 -3.81 -1.98
H 1.16 1.80 3.56
H -0.38 1.65 2.68
H 1.14 2.05 1.79
H 1.37 -0.06 4.80
H 0.96 -1.74 4.42
H -0.32 -0.48 4.50
H 2.98 0.60 3.44
H 3.39 -0.01 1.81
H 3.16 -1.16 3.18
H -4.63 -1.80 1.95
H -3.82 -3.05 0.95
H -4.24 -1.48 0.24
H -2.86 -2.45 3.76
H -1.09 -2.33 3.68
H -1.92 -3.59 2.74
H -3.61 0.12 3.00
H -2.29 0.99 2.16
H -1.95 0.06 3.63
H 3.73 0.53 -2.96
H 1.99 0.74 -3.26
H 2.69 -0.91 -3.16
H 4.84 0.04 -1.39
H 4.42 -1.03 -0.05
H 4.52 0.75 0.20
H 2.57 2.49 -1.47
H 2.90 2.17 0.26
H 1.22 2.17 -0.36
C -1.10 1.71 -2.60
C -1.93 2.83 -2.56
C -2.12 3.54 -3.72
C -1.60 3.09 -4.94
C -0.86 1.89 -4.99
C -0.53 1.22 -3.79
O -0.82 1.24 -1.27
H -0.84 2.03 -0.69
H -2.34 3.12 -1.60
H -2.72 4.45 -3.65
H -1.77 3.68 -5.84
H -0.54 1.48 -5.93
H 0.17 0.39 -3.82
O 2.49 -3.31 1.14
C 1.76 -2.48 0.72
```

The Löwdin scheme yields these atomic charges, measured in e: atom 1 (Sm): 1.3805, atom 2 (P): 0.7682, atom 3 (P): 0.7171, atom 4 (P): 0.7861, atom 5 (H): 0.1186, atom 6 (C): -0.1157, atom 7 (C): -0.2139, atom 8 (H): 0.1237, atom 9 (C): -0.2351, atom 10 (C): -0.2510, atom 11 (C): -0.2541, atom 12 (C): -0.2718, atom 13 (C): -0.2381, atom 14 (C): -0.2403, atom 15 (C): -0.2520, atom 16 (C): -0.2362, atom 17 (C): -0.2470, atom 18 (H): 0.1266, atom 19 (H): 0.1189, atom 20 (H): 0.0694, atom 21 (H): 0.0252, atom 22 (H): 0.0225, atom 23 (H): 0.0707, atom 24 (H): 0.0648, atom 25 (H): 0.0311, atom 26 (H): 0.0714, atom 27 (H): 0.0034, atom 28 (H): 0.0698, atom 29 (H): 0.0801, atom 30 (H): 0.0601, atom 31 (H): 0.0523, atom 32 (H): 0.0811, atom 33 (H): 0.0155, atom 34 (H): 0.0563, atom 35 (H): 0.0764, atom 36 (H): 0.0337, atom 37 (H): 0.0339, atom 38 (H): 0.0643, atom 39 (H): 0.0196, atom 40 (H): 0.0576, atom 41 (H): 0.0621, atom 42 (H): 0.0470, atom 43 (H): 0.0551, atom 44 (H): 0.0831, atom 45 (H): 0.0573, atom 46 (H): 0.0104, atom 47 (C): -0.2820, atom 48 (C): -0.0267, atom 49 (C): -0.0377, atom 50 (C): -0.0284, atom 51 (C): -0.0272, atom 52 (C): -0.0430, atom 53 (O): -0.1462, atom 54 (H): 0.1046, atom 55 (H): 0.1285, atom 56 (H): 0.1333, atom 57 (H): 0.1322, atom 58 (H): 0.1152, atom 59 (H): 0.0790, atom 60 (O): 0.1456, atom 61 (C): -0.2058

Molecular formula: C36H59Br3Cl9N2O16Zr
Method: DFT, ωB97M-V with the def2-TZVPD basis set

- Spin multiplicity: 1
- HOMO-LUMO gap: 0.2156 Ha
- Charge: +1
- Molar mass: 1425.9 u
- Energy: -398130.926 eV

Structure (XYZ):
```
126
C36H59Br3Cl9N2O16Zr | the OMol25 dataset | ωB97M-V with the def2-TZVPD basis set
Zr -0.05 -0.58 2.78
C -1.39 2.86 1.02
C -0.43 2.58 -0.15
C 0.09 3.98 -0.52
C 1.29 3.98 -1.38
C 2.47 3.18 -0.74
C 2.04 1.71 -0.39
N 0.77 1.74 0.39
O 0.34 0.36 0.74
C 3.11 1.20 0.53
C 2.04 0.89 -1.73
C -1.17 1.98 -1.33
H -1.00 3.31 1.94
H -1.88 1.97 1.40
H -2.18 3.57 0.78
H 0.29 4.51 0.41
H -0.67 4.58 -1.03
H 1.56 5.00 -1.64
H 0.99 3.56 -2.34
H 2.77 3.65 0.20
H 3.27 3.19 -1.48
H 3.01 1.47 1.59
H 4.08 1.56 0.18
H 3.12 0.12 0.43
H 1.51 1.45 -2.50
H 1.58 -0.10 -1.69
H 3.08 0.72 -2.00
H -2.06 2.58 -1.53
H -1.59 1.00 -1.08
H -0.65 1.81 -2.27
C -1.46 -2.29 -1.22
C -1.60 -3.58 -0.32
C -1.43 -4.78 -1.30
C -1.18 -6.12 -0.58
C -0.07 -6.05 0.45
C -0.37 -5.01 1.55
N -0.56 -3.67 0.78
O -0.51 -2.47 1.58
C 1.02 -4.86 2.38
C -1.57 -5.44 2.38
C -3.09 -3.68 0.27
H -0.53 -2.23 -1.79
H -1.59 -1.40 -0.60
H -2.29 -2.19 -1.91
H -0.61 -4.66 -2.02
H -2.35 -4.91 -1.86
H -1.08 -6.94 -1.30
H -2.09 -6.48 -0.11
H 0.86 -5.76 -0.04
H 0.18 -7.01 0.90
H 0.84 -4.28 3.29
H 1.83 -4.44 1.79
H 1.39 -5.82 2.75
H -1.99 -4.67 3.02
H -1.35 -6.33 2.97
H -2.38 -5.86 1.78
H -3.49 -4.69 0.39
H -3.79 -3.26 -0.45
H -3.27 -3.20 1.24
C 1.06 3.13 4.36
C 0.60 1.77 3.98
O 1.35 0.81 3.77
O -0.54 1.40 3.68
H 0.40 3.87 3.92
H 2.00 3.49 3.94
H 1.03 3.29 5.44
C 0.10 3.35 -5.09
Br 2.10 3.40 -5.02
Br -0.61 2.37 -6.63
Br -0.42 5.25 -5.19
H -0.33 2.87 -4.22
C -3.29 6.19 2.76
Cl -3.58 4.70 3.66
Cl -3.61 5.94 1.01
Cl -1.65 6.70 2.90
H -3.95 7.00 3.07
C -4.08 0.07 -3.50
Cl -4.15 0.39 -1.75
Cl -5.29 -1.01 -4.09
Cl -2.45 -0.28 -4.13
H -4.39 1.07 -3.80
C 2.55 -3.72 -1.86
Cl 2.74 -2.28 -0.74
Cl 4.21 -4.29 -2.21
Cl 1.54 -3.51 -3.33
H 2.06 -4.54 -1.35
C 5.07 -3.03 2.97
C 4.99 -2.17 4.16
O 3.69 -1.65 4.05
C 3.15 -1.96 2.88
O 2.08 -1.56 2.48
O 3.83 -2.90 2.27
H 5.29 -4.05 3.29
H 5.94 -2.70 2.40
H 5.75 -1.38 4.15
H 4.95 -2.87 4.99
C 5.90 -0.96 -1.40
C 7.23 -0.44 -1.83
O 8.13 -1.06 -0.93
C 7.43 -1.53 0.13
O 7.91 -2.04 1.14
O 6.13 -1.45 -0.10
H 5.52 -1.81 -1.98
H 5.10 -0.23 -1.32
H 7.26 0.64 -1.68
H 7.44 -0.70 -2.87
C -5.39 1.16 2.33
C -5.79 -0.32 2.10
O -4.55 -0.98 2.22
C -3.59 -0.15 2.52
O -2.40 -0.40 2.64
O -4.03 1.07 2.63
H -5.87 1.56 3.22
H -5.65 1.80 1.49
H -6.27 -0.46 1.13
H -6.39 -0.74 2.91
C -3.44 4.77 -2.93
C -4.09 5.76 -3.85
O -4.13 5.08 -5.04
C -3.80 3.80 -4.88
O -3.84 2.92 -5.75
O -3.52 3.58 -3.57
H -4.09 4.61 -2.07
H -2.40 5.03 -2.71
H -3.64 6.75 -3.87
H -5.10 5.89 -3.47
```

Atomic partial charges in e from the Löwdin method, atoms 1 to 99: atom 1 (Zr): 2.1090, atom 2 (C): -0.0486, atom 3 (C): -0.4315, atom 4 (C): -0.1646, atom 5 (C): -0.1973, atom 6 (C): -0.0941, atom 7 (C): -0.4867, atom 8 (N): -0.0475, atom 9 (O): -0.3008, atom 10 (C): -0.0562, atom 11 (C): -0.0315, atom 12 (C): -0.0483, atom 13 (H): 0.0600, atom 14 (H): 0.0546, atom 15 (H): 0.0379, atom 16 (H): 0.1174, atom 17 (H): 0.1124, atom 18 (H): 0.1181, atom 19 (H): 0.0434, atom 20 (H): 0.1170, atom 21 (H): 0.1150, atom 22 (H): 0.0852, atom 23 (H): 0.0850, atom 24 (H): 0.0321, atom 25 (H): 0.0431, atom 26 (H): 0.0314, atom 27 (H): 0.0687, atom 28 (H): 0.0611, atom 29 (H): 0.0300, atom 30 (H): 0.0595, atom 31 (C): -0.0452, atom 32 (C): -0.4098, atom 33 (C): -0.1278, atom 34 (C): -0.1846, atom 35 (C): -0.1513, atom 36 (C): -0.4139, atom 37 (N): -0.0816, atom 38 (O): -0.3759, atom 39 (C): -0.0144, atom 40 (C): -0.0404, atom 41 (C): -0.0211, atom 42 (H): 0.0451, atom 43 (H): 0.0504, atom 44 (H): 0.0408, atom 45 (H): 0.0701, atom 46 (H): 0.1219, atom 47 (H): 0.1136, atom 48 (H): 0.0922, atom 49 (H): 0.0960, atom 50 (H): 0.1240, atom 51 (H): 0.0609, atom 52 (H): 0.0604, atom 53 (H): 0.0775, atom 54 (H): 0.0824, atom 55 (H): 0.0884, atom 56 (H): 0.0595, atom 57 (H): 0.0613, atom 58 (H): 0.0705, atom 59 (H): 0.0600, atom 60 (C): 0.0535, atom 61 (C): -0.6552, atom 62 (O): -0.1179, atom 63 (O): -0.1137, atom 64 (H): 0.0795, atom 65 (H): 0.1026, atom 66 (H): 0.1046, atom 67 (C): -1.4847, atom 68 (Br): 0.5442, atom 69 (Br): 0.6065, atom 70 (Br): 0.5900, atom 71 (H): -0.0483, atom 72 (C): -1.5417, atom 73 (Cl): 0.5410, atom 74 (Cl): 0.5019, atom 75 (Cl): 0.5605, atom 76 (H): 0.0242, atom 77 (C): -1.5343, atom 78 (Cl): 0.5562, atom 79 (Cl): 0.5949, atom 80 (Cl): 0.5639, atom 81 (H): -0.0262, atom 82 (C): -1.3991, atom 83 (Cl): 0.6222, atom 84 (Cl): 0.5451, atom 85 (Cl): 0.5673, atom 86 (H): -0.0176, atom 87 (C): -0.0997, atom 88 (C): -0.1033, atom 89 (O): 0.1077, atom 90 (C): -0.5445, atom 91 (O): -0.0260, atom 92 (O): 0.0971, atom 93 (H): 0.1468, atom 94 (H): 0.1141, atom 95 (H): 0.1531, atom 96 (H): 0.1455, atom 97 (C): -0.1543, atom 98 (C): -0.1119, atom 99 (O): 0.0857

> Among the records above, which one has the highest charge?

C18H37O2P3Sm

> The lowest charge belongs to which entry?

C36H59Br3Cl9N2O16Zr